271
Properties=species:S:1:pos:R:3:forces:R:3 method="wB97M-V/def2-TZVPD" orbital_gap_ev=8.4 multiplicity=1 charge=0 total_energy_ev=-127039.458 e_lumo_ev=0.44 de_lowest_kcal_mol=69.4
C -6.576 1.229 6.351 -0.81 1.10 2.65
C -6.076 -0.167 5.955 0.67 0.89 -1.70
C -6.044 -0.131 4.408 -1.44 -0.17 -1.15
C -5.109 0.815 3.741 1.24 -0.82 0.82
C -3.715 0.420 4.203 -0.37 0.98 0.72
C -3.569 0.286 5.767 0.20 -0.34 0.73
N -4.706 -0.465 6.386 -0.41 -0.50 -3.31
O -4.582 -0.904 7.674 0.27 0.29 0.60
C -2.301 -0.556 5.982 0.33 0.31 -0.05
C -3.426 1.666 6.452 0.72 0.42 -0.75
C -7.004 -1.299 6.307 -0.54 -0.27 0.45
H -6.422 1.441 7.409 0.82 -0.50 0.71
H -7.643 1.414 6.475 -0.53 -0.66 -1.15
H -6.178 2.174 5.981 0.26 -0.61 -0.97
H -5.954 -1.095 3.906 0.48 -0.54 0.62
H -6.989 0.194 3.974 -0.91 -0.03 0.79
H -5.358 1.841 4.011 0.16 0.08 -0.54
H -5.114 0.578 2.677 -0.35 0.82 -0.14
H -3.078 1.221 3.828 0.64 -0.14 0.30
H -3.440 -0.498 3.684 0.11 -0.19 0.30
H -2.049 -0.708 7.031 -0.20 -0.10 0.00
H -2.355 -1.510 5.457 -0.34 -0.13 0.25
H -1.446 -0.060 5.523 0.04 0.31 0.02
H -3.372 1.658 7.541 -0.37 -0.39 0.07
H -2.478 2.123 6.168 0.27 -0.07 -0.18
H -4.169 2.389 6.116 -0.17 -0.19 0.16
H -7.121 -1.536 7.364 0.34 0.22 0.10
H -6.631 -2.192 5.805 -0.12 -0.06 0.06
H -8.009 -1.066 5.957 0.00 -0.04 -0.24
H -4.852 -0.156 8.212 0.02 0.35 0.72
C 2.134 -0.534 -1.669 0.87 0.45 0.68
C 0.887 0.245 -1.159 -0.48 -0.17 -2.01
C -0.358 -0.570 -1.624 0.26 -0.66 0.83
C -1.626 -0.220 -0.897 -0.88 0.06 -0.40
C -1.466 -0.413 0.593 -0.26 1.04 -0.16
C -0.301 0.498 1.135 -1.04 0.62 1.37
N 0.874 0.371 0.309 1.30 -1.10 -1.55
O 2.043 1.120 0.717 -1.53 -0.12 -0.41
C -0.902 1.962 1.203 0.55 0.11 -0.59
C 0.076 0.056 2.581 -1.21 0.17 0.02
C 0.830 1.619 -1.933 0.78 -0.19 1.32
H 3.049 0.050 -1.571 -0.05 0.46 0.19
H 2.162 -0.803 -2.725 -0.81 0.07 -0.15
H 2.384 -1.438 -1.113 -0.57 -0.02 0.20
H -0.520 -0.684 -2.696 0.38 0.91 -0.21
H -0.201 -1.614 -1.352 0.34 -0.30 0.33
H -2.414 -0.874 -1.271 -0.11 -0.30 0.07
H -2.062 0.761 -1.085 0.50 0.42 -0.22
H -1.531 -1.483 0.794 1.03 -0.09 0.42
H -2.379 -0.012 1.033 -0.03 0.02 0.38
H -1.836 2.064 1.756 0.04 -0.42 0.13
H -0.222 2.732 1.566 0.35 -0.42 0.52
H -1.097 2.358 0.206 -0.32 -0.33 -0.29
H 0.265 -1.016 2.634 0.80 0.07 -0.18
H 0.780 0.707 3.099 0.59 -0.29 -0.51
H -0.781 0.137 3.249 -0.60 0.23 -0.27
H 1.765 2.164 -1.809 0.17 0.05 0.44
H 0.062 2.194 -1.414 -0.20 0.25 -0.72
H 0.760 1.564 -3.019 -0.72 -0.41 0.07
H 2.398 0.536 1.392 0.61 -0.23 0.65
C -10.664 0.457 -0.600 0.64 1.37 -1.43
C -9.854 -0.672 0.026 -1.92 0.66 1.75
C -9.989 -2.009 -0.689 1.69 -0.68 -0.66
C -9.030 -2.155 -1.888 0.50 0.22 1.27
C -7.592 -1.942 -1.388 -0.72 0.18 -0.30
C -7.401 -0.590 -0.621 0.63 -0.04 -1.05
N -8.463 -0.401 0.402 1.53 -1.78 -1.92
O -8.220 0.748 1.198 -0.64 -0.35 -0.57
C -6.007 -0.786 0.044 -1.05 1.02 0.27
C -7.425 0.558 -1.725 0.17 -0.53 0.58
C -10.508 -0.880 1.388 -1.56 -0.46 0.22
H -11.691 0.310 -0.936 -0.10 -0.94 0.50
H -10.202 0.796 -1.527 0.30 0.14 -0.09
H -10.714 1.340 0.036 0.25 -0.05 0.20
H -9.628 -2.714 0.060 -0.17 -0.46 -0.04
H -10.982 -2.323 -1.010 -0.28 0.62 0.43
H -9.271 -1.386 -2.621 -0.09 -0.32 -0.38
H -9.062 -3.168 -2.289 -0.40 0.15 -0.36
H -6.930 -2.057 -2.247 0.30 0.92 -0.19
H -7.221 -2.791 -0.814 -0.61 -0.02 0.67
H -5.261 -0.589 -0.726 0.25 -0.31 0.23
H -5.887 -0.100 0.882 0.19 0.30 -0.20
H -5.953 -1.779 0.490 0.21 -0.07 -0.30
H -6.499 0.667 -2.289 0.33 -0.31 0.21
H -8.167 0.294 -2.478 -0.19 0.25 0.12
H -7.643 1.546 -1.319 -0.21 -0.08 0.14
H -10.094 -1.752 1.895 0.35 0.38 0.38
H -11.562 -1.129 1.263 -0.23 -0.23 -0.35
H -10.610 0.032 1.975 0.76 -0.05 0.24
H -8.262 0.312 2.052 0.20 0.46 0.49
C 5.561 -1.375 -0.289 -0.64 1.68 -0.85
O 6.045 -1.114 1.014 -1.38 -1.56 -0.85
C 6.666 -2.282 1.463 3.12 1.46 1.93
C 7.344 -1.797 2.814 -1.61 -0.77 0.16
N 8.652 -2.299 3.105 0.32 -2.31 -0.57
C 8.669 -3.820 3.112 0.74 0.83 1.63
C 8.152 -4.470 4.473 0.25 0.70 -1.29
O 8.505 -5.824 4.623 -0.55 -0.38 -1.88
C 7.840 -6.630 3.631 0.50 -1.55 1.03
H 6.408 -1.421 -0.974 -0.05 -0.29 -0.21
H 4.934 -0.530 -0.573 0.30 0.36 -0.03
H 4.847 -2.181 -0.458 0.40 -0.76 0.69
H 7.466 -2.561 0.778 0.15 -0.07 -0.36
H 6.087 -3.186 1.655 -0.78 0.29 -0.18
H 6.592 -2.137 3.526 -0.06 -0.04 0.69
H 7.379 -0.719 2.973 -0.19 0.15 -0.84
H 8.928 -1.947 4.010 0.21 -0.09 0.10
H 9.703 -4.161 3.059 0.16 0.15 -0.27
H 8.170 -4.176 2.211 -0.18 0.00 0.25
H 7.070 -4.339 4.496 -0.24 0.00 0.47
H 8.654 -3.995 5.317 -0.25 0.42 -0.10
H 8.279 -7.625 3.708 0.05 -0.11 0.43
H 7.972 -6.474 2.560 0.09 1.20 0.07
H 6.790 -6.767 3.886 -0.22 0.38 -0.14
C 4.858 2.588 -0.849 0.80 0.80 0.33
O 5.076 2.980 0.512 0.16 -1.62 0.94
C 5.976 2.057 1.239 -1.12 1.57 1.43
C 6.124 2.553 2.729 0.28 0.50 -1.00
N 4.836 2.961 3.278 0.48 -0.12 -0.10
C 4.965 3.921 4.383 -0.03 0.07 0.74
C 5.692 3.429 5.669 -0.58 -1.89 -0.90
O 7.120 3.430 5.580 0.01 0.69 1.09
C 7.881 3.272 6.809 0.46 0.54 -1.37
H 3.920 2.983 -1.240 -0.13 0.08 0.43
H 4.872 1.515 -1.038 0.08 -0.03 0.27
H 5.669 3.093 -1.374 0.06 -0.35 -0.68
H 6.953 2.104 0.759 -0.01 -0.60 -0.05
H 5.539 1.077 1.429 0.07 -0.11 -1.29
H 6.788 3.417 2.743 0.45 0.01 0.09
H 6.529 1.757 3.354 0.34 -0.07 -0.20
H 4.475 3.469 2.483 -0.67 0.35 0.01
H 3.935 4.148 4.661 -0.08 -0.01 0.32
H 5.361 4.887 4.071 0.46 0.04 -0.19
H 5.431 2.376 5.773 -0.28 -0.53 -0.22
H 5.183 3.794 6.561 0.77 1.12 0.22
H 8.918 3.256 6.474 0.03 -0.15 -0.21
H 7.754 2.342 7.364 -0.69 -0.01 -0.04
H 7.862 4.160 7.441 -0.69 -0.05 0.23
C -1.885 -4.417 -3.033 2.18 -1.61 0.69
O -2.887 -4.064 -3.856 -2.49 1.25 -0.75
C -3.001 -2.662 -3.974 -1.81 0.59 -1.59
C -4.107 -2.288 -5.047 0.52 -1.63 0.28
N -5.450 -2.304 -4.482 -1.01 0.56 0.91
C -6.573 -1.879 -5.329 1.22 0.93 1.72
C -6.392 -0.454 -5.792 0.02 -1.23 -2.87
O -5.532 -0.511 -7.023 -0.58 -0.21 2.33
C -5.241 0.759 -7.518 -1.30 0.31 -0.27
H -1.971 -4.273 -1.956 -0.51 0.76 0.23
H -0.981 -3.931 -3.401 0.57 -0.07 0.33
H -1.767 -5.498 -3.104 0.25 -0.06 -0.24
H -2.048 -2.216 -4.257 0.20 -0.03 -0.09
H -3.367 -2.153 -3.083 0.22 -0.26 0.62
H -4.229 -3.087 -5.779 1.40 0.03 -0.75
H -3.820 -1.351 -5.526 -0.40 -0.04 0.12
H -5.701 -3.250 -4.232 0.55 -0.26 0.38
H -7.437 -1.827 -4.666 -0.18 -0.21 0.19
H -6.857 -2.567 -6.126 0.31 0.17 -0.53
H -6.048 0.311 -5.095 0.23 -0.39 0.25
H -7.422 -0.258 -6.090 -0.01 1.06 -0.49
H -6.193 1.291 -7.516 -0.24 0.42 -0.76
H -4.864 0.597 -8.528 0.14 0.44 0.11
H -4.633 1.429 -6.911 0.78 -0.47 0.23
C 3.655 -0.294 -8.805 0.15 -0.67 -0.48
O 2.306 -0.154 -8.461 -0.42 0.12 0.18
C 1.569 -1.366 -8.735 0.46 1.65 -0.54
C 0.225 -1.301 -8.090 -1.09 -1.05 2.11
N 0.329 -1.380 -6.598 0.29 0.53 -0.06
C 0.668 -0.151 -5.869 -1.15 0.35 0.44
C -0.571 0.752 -5.644 0.41 2.05 -0.29
O -1.605 0.313 -4.803 -0.63 -1.14 0.46
C -2.684 1.229 -4.461 1.50 -0.83 -0.08
H 4.228 0.625 -8.679 -0.28 -0.02 0.49
H 3.794 -0.575 -9.849 -0.23 0.04 -0.46
H 4.058 -1.147 -8.260 0.52 0.15 0.40
H 2.171 -2.205 -8.386 -0.27 -0.27 0.13
H 1.469 -1.390 -9.820 -0.09 -0.45 -0.23
H -0.337 -2.211 -8.304 0.38 -0.42 -0.39
H -0.533 -0.575 -8.382 0.74 0.91 -0.54
H -0.599 -1.518 -6.225 -0.29 -0.91 -0.27
H 1.451 0.445 -6.337 -0.25 -0.08 -0.27
H 1.047 -0.406 -4.879 0.06 -0.29 0.15
H -1.017 1.065 -6.588 0.01 -0.22 -0.55
H -0.206 1.691 -5.229 0.38 0.34 0.17
H -2.404 1.770 -3.557 0.03 0.13 0.08
H -3.528 0.578 -4.236 -0.14 0.25 -0.16
H -2.882 1.953 -5.251 -0.13 -0.16 -0.19
C 3.004 -0.611 5.112 0.24 -1.07 0.46
C 3.945 -1.099 3.994 -1.76 1.03 1.52
C 3.439 -2.415 3.432 -1.01 -0.43 -0.09
O 3.309 -3.514 4.336 0.99 0.00 -0.03
C 2.765 -4.692 3.742 0.04 0.37 0.70
N 3.799 -0.115 2.923 0.45 -1.21 -0.95
H 3.538 0.066 5.779 -0.27 0.31 -0.11
H 2.726 -1.482 5.706 -0.01 0.00 0.28
H 2.070 -0.201 4.726 0.24 0.23 -0.10
H 4.919 -1.178 4.477 0.43 -0.12 -0.44
H 4.040 -2.684 2.563 0.10 -0.25 -0.24
H 2.419 -2.196 3.118 -0.12 0.17 -0.60
H 1.684 -4.592 3.644 -0.14 0.08 -0.39
H 2.928 -5.524 4.427 0.13 0.16 0.17
H 3.234 -4.978 2.800 0.04 0.30 -0.25
H 4.405 -0.456 2.191 0.24 0.39 -0.50
H 4.049 0.842 3.127 0.18 0.24 0.61
C 1.382 -3.961 -0.218 0.75 -0.62 -0.74
C 1.704 -4.317 -1.687 1.48 1.08 -0.86
C 3.197 -3.976 -2.121 -1.58 0.13 1.28
O 3.477 -4.699 -3.275 0.43 0.27 -0.30
C 4.853 -4.721 -3.550 0.19 -0.75 -0.71
N 1.485 -5.694 -2.010 -0.59 -0.96 1.32
H 1.404 -2.879 -0.086 -0.78 -0.08 0.11
H 2.124 -4.315 0.498 0.48 -0.31 -0.20
H 0.487 -4.519 0.059 -0.45 0.71 0.02
H 1.055 -3.744 -2.349 -0.08 0.39 0.07
H 3.904 -4.309 -1.361 0.02 0.02 0.53
H 3.278 -2.893 -2.221 0.34 0.13 -0.39
H 5.022 -5.606 -4.164 -0.02 0.28 -0.56
H 5.499 -4.934 -2.697 -0.22 0.41 0.59
H 5.165 -3.803 -4.046 0.22 0.00 -0.05
H 1.977 -6.141 -1.250 -0.07 -0.98 0.12
H 2.002 -5.959 -2.837 -0.09 0.19 -0.20
C 7.598 1.144 -3.153 -0.23 -0.46 -0.30
C 7.694 0.696 -4.681 0.35 0.17 1.71
C 6.329 0.559 -5.327 -1.12 -1.04 0.40
O 5.496 -0.220 -4.432 -0.60 -0.35 -0.77
C 4.324 -0.850 -5.057 1.36 0.85 0.81
N 8.533 1.638 -5.431 -0.85 -0.09 -0.31
H 7.435 2.222 -3.136 0.52 0.13 0.15
H 8.449 0.789 -2.572 0.82 0.70 -0.48
H 6.852 0.764 -2.456 -0.88 -0.45 -0.89
H 8.213 -0.261 -4.729 -0.27 -0.21 0.11
H 6.365 0.055 -6.292 0.38 -0.18 -0.15
H 5.818 1.500 -5.534 0.15 0.52 0.23
H 3.775 -1.331 -4.247 0.10 -0.01 -0.04
H 4.642 -1.603 -5.778 -0.04 0.03 -0.16
H 3.678 -0.099 -5.511 0.02 0.01 -0.20
H 9.307 1.979 -4.879 0.10 -0.17 0.17
H 7.934 2.436 -5.590 0.17 0.47 -0.23
C 1.011 5.303 -0.150 0.60 0.16 1.09
C 2.227 5.102 0.821 0.15 -0.53 0.26
C 2.511 6.372 1.689 0.52 -0.68 -0.47
O 3.854 6.322 2.226 0.00 0.69 0.18
C 4.241 7.390 3.126 -0.43 -0.15 -0.74
N 1.975 3.938 1.667 -1.61 -0.01 0.52
H 0.120 5.298 0.479 -0.26 -0.08 -0.18
H 0.950 4.518 -0.904 0.02 -0.19 0.23
H 1.044 6.248 -0.692 0.20 0.10 0.09
H 3.061 4.731 0.225 0.69 1.35 -0.35
H 1.796 6.449 2.508 -0.21 -0.32 0.16
H 2.321 7.237 1.053 0.51 0.37 -0.08
H 4.144 8.391 2.707 -0.52 0.05 -0.48
H 5.310 7.361 3.337 -0.06 -0.77 0.02
H 3.671 7.381 4.055 -0.06 -0.25 0.12
H 1.814 3.116 1.102 0.13 -0.15 -0.01
H 2.637 3.665 2.379 0.27 0.53 -0.25
C -5.229 4.073 -1.132 2.29 -0.09 -2.25
C -5.100 3.337 0.138 -1.43 0.10 1.98
C -4.112 4.036 1.037 2.59 -0.07 1.08
O -3.794 3.439 2.348 -0.63 0.02 -0.32
C -2.807 4.170 3.128 -0.40 -0.14 -2.30
N -6.395 3.465 0.729 -1.85 0.19 1.50
H -4.220 4.106 -1.543 0.41 0.24 -0.42
H -5.528 5.119 -1.068 -0.45 -0.32 0.39
H -5.744 3.525 -1.920 -0.63 0.11 0.32
H -4.983 2.254 0.096 1.36 -0.06 -0.70
H -4.316 5.090 1.227 -0.70 0.11 -0.23
H -3.169 4.034 0.490 0.40 0.06 -0.16
H -1.928 4.323 2.502 0.43 -0.31 -0.08
H -2.507 3.558 3.979 -0.46 0.35 0.12
H -3.128 5.200 3.280 -0.42 -0.10 0.87
H -6.989 2.717 0.400 -0.32 -0.02 0.02
H -6.320 3.316 1.725 -0.15 -0.10 0.31